Formula: C15H21MoN3O3
Source: the Open Molecules 2025 dataset
Level of theory: ωB97M-V with the def2-TZVPD basis set

Last column: Löwdin charge in e.
CARTESIAN COORDINATES (ANGSTROEM)
C1 -0.87 0.41 -4.01  -0.21
C2 0.54 0.50 -3.72  -0.21
C3 0.70 1.34 -2.57  -0.19
C4 -0.60 1.78 -2.15  -0.16
C5 -1.57 1.20 -3.03  -0.17
Mo1 -0.46 -0.71 -2.03  1.51
N1 -1.91 -1.70 -2.51  -0.21
C6 -0.60 -2.70 -2.77  -0.32
C7 0.78 -2.15 -2.58  -0.30
H1 1.65 1.67 -2.16  0.10
H2 1.35 0.08 -4.31  0.11
H3 -0.80 2.50 -1.37  0.11
H4 -2.64 1.38 -3.01  0.11
H5 -1.31 -0.07 -4.88  0.11
H6 1.32 -2.09 -3.52  0.06
H7 -0.79 -3.59 -2.14  0.10
H8 -2.75 -2.22 -2.32  0.06
H9 1.33 -2.70 -1.81  0.07
H10 -0.75 -3.06 -3.81  0.11
C8 -1.62 1.81 2.50  -0.08
C9 -0.15 1.67 2.85  -0.18
C10 0.49 0.34 2.38  -0.28
C11 1.95 0.22 2.89  -0.17
C12 2.85 1.41 2.59  -0.10
C13 -0.29 -0.83 3.00  -0.41
O1 -0.43 -0.99 4.20  0.09
N2 -0.84 -1.74 2.13  0.20
C14 -0.97 -1.67 0.74  -0.52
O2 -1.61 -2.53 0.15  0.03
N3 -0.31 -0.61 0.12  0.01
C15 0.49 0.28 0.83  -0.39
O3 1.21 1.05 0.20  0.01
H11 -1.78 1.79 1.41  0.07
H12 -1.99 2.77 2.88  0.08
H13 -2.21 1.01 2.97  0.08
H14 0.43 2.50 2.41  0.12
H15 -0.02 1.73 3.94  0.13
H16 1.92 0.06 3.98  0.12
H17 2.38 -0.69 2.45  0.13
H18 2.57 2.28 3.18  0.08
H19 3.88 1.15 2.84  0.08
H20 2.78 1.65 1.53  0.06
H21 -1.34 -2.53 2.54  0.16

The LUMO energy (spin up / spin down) comes out at 0.350 / 0.121 eV. The calculation puts the HOMO energy (spin up / spin down) at -6.87 / -8.58 eV. The value obtained for the total energy is -28362.969 eV. The calculation puts the orbital gap (spin up / spin down) at 7.22 / 8.70 eV. The spin multiplicity is 3.